[1]
DFT (ωB97M-V/def2-TZVPD) results for 6 unconnected molecules or ions with the total composition C10H32O11 at a distorted geometry.

The geometry in ORCA input format:
```
! wB97M-V def2-TZVPD RIJCOSX def2/J DEFGRID3
* xyz 0 1
O 2.95392 1.30575 -2.03881
H 3.72892 1.66875 -2.48881
H 3.19892 0.55075 -1.54181
C -1.50308 -1.94425 -1.08781
C 0.01692 -1.97725 -0.82881
O 0.55992 -1.14625 -1.74981
O -2.14908 -2.49025 0.02019
H -1.73008 -2.44925 -2.03381
H -1.82808 -0.91325 -1.29181
H 0.46492 -2.98025 -0.86381
H 0.33992 -1.64725 0.13119
H 1.37692 -1.53225 -2.07181
H -3.07508 -2.74225 -0.12081
C -1.81608 1.77275 0.56019
C -0.59908 1.68675 -0.36481
O 0.43892 1.02975 0.31719
O -2.93908 1.82075 -0.21881
H -1.88408 2.46975 1.38619
H -1.84008 0.74275 0.95219
H -0.23708 2.65875 -0.62481
H -0.72408 1.08175 -1.30281
H 0.91192 0.43475 -0.25081
H -2.62608 1.75575 -1.13381
C 0.69592 -0.30125 3.57819
C 0.45392 -0.51325 5.10719
O 1.63392 -0.38525 5.91919
O -0.53808 -0.09825 2.87619
H 1.09892 -1.29125 3.23519
H 1.47292 0.38175 3.31019
H 0.05092 -1.58225 5.20019
H -0.27808 0.12375 5.48919
H 1.31492 -0.77425 6.73919
H -0.38208 0.11675 1.96619
C -3.93708 1.56275 -3.59481
C -3.93408 0.84375 -4.93581
O -3.66808 -0.55225 -4.52781
O -2.72108 1.18375 -3.03081
H -4.80208 1.16275 -3.04981
H -4.12208 2.62875 -3.70581
H -3.19908 1.16275 -5.64681
H -4.90608 0.75975 -5.42381
H -3.13708 -1.01625 -5.13981
H -2.70508 0.32875 -3.35081
C 4.30992 -0.50525 2.24819
C 3.66892 -0.00425 0.88719
O 2.91492 -1.05025 0.30819
O 5.41992 0.26975 2.64819
H 4.55092 -1.52725 2.13919
H 3.52492 -0.40825 2.94319
H 4.40692 0.17775 0.10619
H 3.04592 0.99975 0.88019
H 3.58592 -1.73825 0.11519
H 5.13992 0.88875 3.35619
*
```

Results
SMILES	OCCO.OCCO.OCCO.OCCO.OCCO.O
orbital gap	9.42	eV
energy above the lowest of the compared OMol25 structures with the same formula, charge and spin	58.20	kcal/mol
HOMO level	-9.17	eV

---

[2]
DFT (ωB97M-V/def2-TZVPD) results for 4 unconnected molecules or ions with the total composition C31H38F12N2O9S2 at a distorted geometry.

The geometry in ORCA input format:
```
! wB97M-V def2-TZVPD RIJCOSX def2/J DEFGRID3
* xyz 0 1
C -0.51160 -1.97921 -3.96537
C -0.40318 -1.42423 -2.89217
C 0.04584 -0.97562 -1.61146
C -0.36784 -1.53174 -0.48430
C -1.33812 -2.67555 -0.40392
C -2.44640 -2.43789 0.65123
C -3.76839 -1.93886 0.07206
S -3.69155 -0.15818 -0.32058
C -5.36644 0.29518 -0.77423
S -6.20940 -0.77651 -1.69176
N -5.83736 1.50201 -0.31080
C -7.03590 1.98032 -1.00857
C -6.77898 2.40699 -2.46056
C -5.99134 1.50744 1.16348
C -6.71835 0.28872 1.74247
C 0.16943 -0.91284 0.79017
O 0.50872 -1.56276 1.74387
C 0.25716 0.60564 0.75196
N -0.13915 1.30384 1.90120
C 0.66903 1.16254 -0.38019
C 0.74998 2.65999 -0.53991
C 2.10559 3.27867 -0.14855
O 3.05882 2.98258 -1.14815
C 1.89460 4.79907 -0.09597
F 3.02802 5.44267 0.19059
F 1.36216 5.21988 -1.22877
F 0.99833 5.13802 0.86445
C 1.00914 0.20482 -1.50140
O 1.96557 0.33336 -2.21488
H -0.64298 -2.53176 -4.86135
H -0.83834 -3.61575 -0.14562
H -1.79782 -2.84239 -1.38129
H -2.65064 -3.40185 1.12796
H -2.15658 -1.76529 1.46453
H -4.52210 -2.03447 0.86381
H -4.15069 -2.54186 -0.75370
H -7.34330 2.89480 -0.48637
H -7.89528 1.30440 -0.91582
H -7.66826 2.94762 -2.80086
H -5.97199 3.14440 -2.43860
H -6.58378 1.57171 -3.12788
H -4.99672 1.63448 1.59829
H -6.57045 2.38649 1.45678
H -7.75305 0.20500 1.40284
H -6.77481 0.43911 2.82822
H -6.18198 -0.64871 1.58534
H 0.56980 1.94960 2.22195
H -0.34293 0.61213 2.61456
H -0.02930 3.08577 0.10572
H 0.48386 2.93907 -1.56151
H 2.42151 2.95578 0.84891
H 3.34521 3.81003 -1.54650
C 3.49651 -3.69228 -2.67906
C 3.61783 -4.56116 -1.44674
O 2.42184 -5.34027 -1.24586
C 2.32405 -6.45844 -1.95182
O 3.13140 -6.86984 -2.73021
C 1.02493 -7.18802 -1.58685
F -0.02226 -6.35343 -1.52386
F 1.13696 -7.77854 -0.38788
F 0.71901 -8.13217 -2.47254
H 2.60074 -3.07133 -2.62160
H 4.36697 -3.04520 -2.78073
H 3.41040 -4.29787 -3.58174
H 3.72485 -3.93795 -0.56039
H 4.49365 -5.20815 -1.49418
C 2.08332 8.49961 -0.57691
C 0.67977 8.23781 -0.09758
O 0.32751 9.14108 0.96674
C -0.09216 10.34398 0.59480
O -0.19803 10.73096 -0.53034
C -0.47119 11.16822 1.83183
F 0.44318 11.05666 2.80346
F -1.64427 10.75714 2.33535
F -0.58944 12.46100 1.54031
H 2.78306 8.45486 0.25896
H 2.37491 7.75990 -1.32115
H 2.17173 9.49374 -1.01612
H 0.62757 7.23119 0.30623
H -0.04317 8.29656 -0.91112
C 3.84935 -8.21033 1.80166
C 5.05453 -8.17615 2.71573
O 5.83991 -6.99299 2.48165
C 5.41954 -5.88693 3.08476
O 4.46169 -5.79742 3.79212
C 6.37715 -4.72940 2.77486
F 6.70877 -4.69256 1.47681
F 7.51264 -4.85096 3.47608
F 5.83744 -3.55303 3.08266
H 4.15975 -8.11515 0.75980
H 3.30032 -9.14364 1.92231
H 3.17261 -7.38206 2.01344
H 5.70805 -9.02060 2.50450
H 4.76684 -8.24354 3.76451
*
```

Results
SMILES	C#CC1=C(CCCSC(=S)N(CC)CC)C(=O)C(N)=C(C[C@@H](O)C(F)(F)F)C1=O.CCOC(=O)C(F)(F)F.CCOC(=O)C(F)(F)F.CCOC(=O)C(F)(F)F
orbital gap	7.63	eV
HOMO level	-8.47	eV

---

[3]
DFT (ωB97M-V/def2-TZVPD) results for 2 unconnected molecules or ions with the total composition C2H7NS2 at a distorted geometry.

The geometry in ORCA input format:
```
! wB97M-V def2-TZVPD RIJCOSX def2/J DEFGRID3
* xyz 0 1
S -0.74749 2.36872 -1.17169
S -0.66794 4.45993 -0.82643
H -1.24688 2.27171 0.07851
H 0.52779 4.61231 -1.41390
C 0.32193 -1.91759 1.58115
C 0.12916 -2.20041 0.26975
N 0.10824 -1.18690 -0.68092
H 0.29175 -0.87891 1.87456
H 0.48350 -2.75847 2.23864
H 0.11686 -3.22126 -0.08366
H 0.01062 -0.23761 -0.36962
H 0.67247 -1.31153 -1.49639
*
```

Results
SMILES	C=CN.SS
orbital gap	8.23	eV
energy above the lowest of the compared OMol25 structures with the same formula, charge and spin	27.46	kcal/mol
HOMO level	-8.17	eV

---

[4]
DFT (ωB97M-V/def2-TZVPD) results for a molecular structure, C37H34As2N4O5S4Ta at a distorted geometry.

The geometry in ORCA input format:
```
! wB97M-V def2-TZVPD RIJCOSX def2/J DEFGRID3
* xyz 1 1
Ta 0.44388 0.05409 0.55485
O -2.08901 0.34835 0.44788
C -2.71641 1.25830 0.99102
C -2.18707 2.52200 1.42826
C -3.06475 3.51987 1.86145
C -2.58031 4.76314 2.17534
C -1.21690 5.05855 2.07314
C -0.33707 4.08037 1.68012
C -0.79967 2.79502 1.36265
O 0.04156 1.85279 1.02926
N -3.51528 5.80511 2.61489
O -3.06861 6.92329 2.76767
O -4.67046 5.47451 2.80465
H -3.80000 1.12948 1.13426
H -4.12696 3.32611 1.94254
H -0.87645 6.05502 2.31609
H 0.72624 4.27008 1.61525
C 0.12487 2.22968 -3.71527
As -0.61977 1.43654 -2.06411
C -2.11158 2.71832 -1.93811
C -1.53244 -0.10820 -2.86127
C -2.69879 0.01205 -3.60711
C -3.31828 -1.11212 -4.13224
C -2.77728 -2.37021 -3.91162
C -1.60858 -2.49972 -3.17598
C -0.97875 -1.37292 -2.65681
As 0.64707 -1.48794 -1.58279
C 1.98999 -0.93740 -2.90017
C 1.06438 -3.39355 -1.63368
H -0.58045 2.08535 -4.53060
H 1.08454 1.79587 -3.98474
H 0.26287 3.29409 -3.52902
H -2.40213 3.04708 -2.93393
H -1.76998 3.58994 -1.37969
H -2.97136 2.28482 -1.43425
H -3.13319 0.98934 -3.78189
H -4.22512 -1.00623 -4.71304
H -3.26372 -3.24913 -4.31313
H -1.18732 -3.48252 -3.00894
H 1.78950 -1.42347 -3.85318
H 2.96844 -1.24841 -2.53267
H 1.99860 0.14076 -3.03143
H 1.19167 -3.70104 -2.66910
H 0.28161 -3.98319 -1.16315
H 1.99500 -3.54355 -1.08946
O 7.49988 -0.65381 0.27560
C 6.31281 -0.55265 0.30236
S 5.22968 -1.75241 1.05297
C 3.74207 -0.90318 0.69534
C 3.83560 0.27808 0.05508
S 2.47029 1.28200 -0.25915
S 5.43112 0.83220 -0.38840
S 2.23616 -1.58007 1.20198
N -0.92939 -9.13583 6.39853
C -1.02562 -8.27693 5.64206
C -1.13044 -7.20206 4.70065
C -0.41876 -6.02283 4.91983
C -0.52077 -4.98504 4.01347
C -1.32913 -5.12363 2.89212
C -2.03439 -6.29679 2.66376
C -1.93332 -7.33603 3.57018
N -1.43240 -4.04189 1.97345
C -2.58093 -3.55910 1.38605
C -2.19448 -2.51075 0.61106
N -0.82973 -2.35465 0.69931
C -0.40765 -3.28951 1.52983
H 0.19413 -5.91909 5.80393
H 0.01197 -4.05743 4.18189
H -2.64766 -6.39984 1.77826
H -2.47022 -8.25914 3.40205
H -3.55133 -3.97025 1.60219
H -2.78886 -1.87242 -0.01919
H 0.61831 -3.46963 1.80608
C -0.18214 -0.31904 2.76275
C 0.57839 0.52959 3.73158
C 1.85296 0.17195 4.18293
C 2.53176 0.95057 5.10610
C 1.94980 2.10388 5.61283
C 0.68480 2.47104 5.18124
C 0.01375 1.69872 4.24563
H -1.24610 -0.07729 2.82745
H -0.06509 -1.37331 3.00405
H 2.30773 -0.74216 3.82752
H 3.51804 0.65286 5.43901
H 2.46738 2.69991 6.35269
H 0.20988 3.35788 5.58208
H -0.98052 1.99773 3.92842
*
```

Results
orbital gap	6.21	eV
energy above the lowest of the compared OMol25 structures with the same formula, charge and spin	52.77	kcal/mol
HOMO level	-10.19	eV

---

[5]
DFT (ωB97M-V/def2-TZVPD) results for 2 unconnected molecules or ions with the total composition C4H11N2O at a distorted geometry.

The geometry in ORCA input format:
```
! wB97M-V def2-TZVPD RIJCOSX def2/J DEFGRID3
* xyz -1 1
N -2.97241 -0.90040 1.05503
C -1.98037 0.16063 0.98706
C -1.31784 0.32344 -0.40096
N -1.51177 -0.50016 -1.39409
C 2.28796 0.17161 -1.18568
C 2.37858 0.35859 0.36009
O 3.67135 0.43501 0.72065
H -3.63223 -0.76556 0.30151
H -2.52428 -1.79222 0.89500
H -1.20373 0.05282 1.73242
H -2.50914 1.09683 1.18515
H -0.44851 1.01788 -0.36106
H -0.85570 -1.03950 -0.67457
H 2.68895 1.11890 -1.55755
H 1.30104 0.05127 -1.64080
H 2.98772 -0.59760 -1.50282
H 1.80785 -0.49200 0.84167
H 1.83255 1.30046 0.63893
*
```

Results
orbital gap	5.60	eV
energy above the lowest of the compared OMol25 structures with the same formula, charge and spin	105.45	kcal/mol
HOMO level	-2.34	eV

---

Among the records above, which one has the lowest orbital gap? C4H11N2O